[1]
Density functional theory data (the ωB97M-V functional and the def2-TZVPD basis) for C6H12O in the gas phase.

## Properties
Largest force on an atom (eV/A): 0.3
HOMO energy (eV): -9.394
Relative energy (zero: lowest compared OMol25 entry of this formula, charge and spin) (kcal per mole): 24.7
SMILES: CC[C@@]1(C)C[C@H]1O

```
! RIJCOSX wB97M-V def2-TZVPD def2/J DEFGRID3
* xyz 0 1
C -1.2905 1.5759 0.5581
C 0.1552 1.1801 0.2580
C 0.3103 -0.2072 -0.3407
C -0.4804 -0.4748 -1.6061
C 1.6670 -0.8610 -0.2058
C 0.5165 -1.3770 0.5932
O 0.5897 -1.1813 1.9760
H -1.7492 0.8894 1.2802
H -1.9104 1.5703 -0.3455
H -1.3351 2.5848 0.9820
H 0.7445 1.2330 1.1797
H 0.5925 1.9105 -0.4375
H -1.5542 -0.5626 -1.4026
H -0.3419 0.3361 -2.3310
H -0.1589 -1.4053 -2.0865
H 2.4251 -0.3204 0.3552
H 2.0488 -1.4650 -1.0251
H 0.0845 -2.3344 0.2921
H -0.3134 -1.0911 2.3061
*
```



[2]
Density functional theory data (the ωB97M-V functional and the def2-TZVPD basis) for C6H12O in the gas phase.

## Properties
Largest force on an atom (eV/A): 0.5
HOMO energy (eV): -9.635
Relative energy (zero: lowest compared OMol25 entry of this formula, charge and spin) (kcal per mole): 25.3
SMILES: CC[C@H]1C[C@]1(C)O

```
! RIJCOSX wB97M-V def2-TZVPD def2/J DEFGRID3
* xyz 0 1
C 2.0090 -0.1656 1.0204
C 1.3661 -0.4358 -0.3389
C 0.2612 0.5387 -0.7272
C -0.8278 0.0133 -1.6400
C -1.1655 0.3902 -0.2378
C -1.4940 -0.5890 0.8639
O -2.0112 1.5174 -0.2329
H 2.7265 -0.9513 1.2845
H 1.2598 -0.1303 1.8189
H 2.5380 0.7936 1.0229
H 0.9660 -1.4565 -0.3497
H 2.1418 -0.4283 -1.1232
H 0.6164 1.5574 -0.8946
H -0.7704 -1.0219 -1.9718
H -1.1991 0.7079 -2.3853
H -2.5590 -0.8373 0.8890
H -1.2472 -0.1541 1.8407
H -0.9240 -1.5142 0.7595
H -1.6865 2.1658 0.4014
*
```



[3]
Density functional theory data (the ωB97M-V functional and the def2-TZVPD basis) for 2 unconnected molecules or ions with the total composition C6H12O.

## Properties
Largest force on an atom (eV/A): 0.5
HOMO energy (eV): -8.945
Relative energy (zero: lowest compared OMol25 entry of this formula, charge and spin) (kcal per mole): 42.0
SMILES: C/C=C\C.C=CO

```
! RIJCOSX wB97M-V def2-TZVPD def2/J DEFGRID3
* xyz 0 1
C -1.2254 -1.6138 1.8609
C -0.0502 -1.1349 1.4684
O 0.8888 -1.9139 0.8664
C -0.2632 0.0335 -1.3279
C -1.4539 0.7039 -0.7115
C 1.0152 0.4204 -1.2931
C 1.6228 1.5280 -0.4767
H -1.9974 0.0104 -0.0619
H -1.9159 -0.9890 2.4157
H -1.5027 -2.6389 1.6410
H 0.2273 -0.0913 1.6332
H 1.3571 -1.3622 0.2241
H -0.4942 -0.8619 -1.9050
H -1.1903 1.5916 -0.1285
H -2.1334 1.0152 -1.5138
H 1.7140 -0.1392 -1.9160
H 0.9459 1.8998 0.2990
H 1.9262 2.3796 -1.0965
H 2.5296 1.1628 0.0223
*
```



[4]
Density functional theory data (the ωB97M-V functional and the def2-TZVPD basis) for C6H12O in the gas phase.

## Properties
Largest force on an atom (eV/A): 0.7
HOMO energy (eV): -9.287
Relative energy (zero: lowest compared OMol25 entry of this formula, charge and spin) (kcal per mole): 37.1
SMILES: CCC[C@H]1C[C@H]1O

```
! RIJCOSX wB97M-V def2-TZVPD def2/J DEFGRID3
* xyz 0 1
C -1.5197 0.9636 -0.5030
C -1.6036 0.2147 0.8363
C -0.4612 -0.7979 1.0007
C 0.8661 -0.1514 0.6795
C 2.0335 -0.8752 0.0589
C 1.3358 0.1708 -0.7296
O 0.7152 -0.3309 -1.9013
H -0.9573 1.9012 -0.3985
H -1.0155 0.3458 -1.2538
H -2.5046 1.2123 -0.8963
H -2.5611 -0.3098 0.9199
H -1.5864 0.9250 1.6748
H -0.6220 -1.6584 0.3411
H -0.4542 -1.1919 2.0276
H 1.1463 0.6095 1.4118
H 1.8094 -1.8721 -0.3138
H 3.0499 -0.7191 0.4011
H 1.7713 1.1622 -0.8449
H 0.5581 0.4015 -2.5105
*
```



[5]
Density functional theory data (the ωB97M-V functional and the def2-TZVPD basis) for 2 unconnected molecules or ions with the total composition C6H12O.

## Properties
Largest force on an atom (eV/A): 0.6
HOMO energy (eV): -10.189
Relative energy (zero: lowest compared OMol25 entry of this formula, charge and spin) (kcal per mole): 55.8
SMILES: CC[C@H]1CO1.C=C

```
! RIJCOSX wB97M-V def2-TZVPD def2/J DEFGRID3
* xyz 0 1
C -2.7572 -0.9074 0.3401
C -1.3793 -0.5200 -0.2035
C -0.7066 0.5066 0.6745
C 2.2442 -0.6274 -0.4797
C 3.4421 -0.0342 -0.4967
C 0.0410 1.6368 0.1188
O -1.2680 1.8038 0.6613
H -3.2622 -1.6324 -0.3067
H -2.6852 -1.3471 1.3436
H -3.3971 -0.0213 0.4036
H -0.7278 -1.4034 -0.2755
H -1.4720 -0.0985 -1.2135
H -0.4197 0.1486 1.6673
H 1.6181 -0.6999 -1.3721
H 1.8495 -1.0708 0.4345
H 4.0735 0.0222 0.3911
H 0.8504 2.0991 0.6892
H 3.8401 0.4074 -1.4083
H 0.1164 1.7380 -0.9680
*
```



[6]
Density functional theory data (the ωB97M-V functional and the def2-TZVPD basis) for C6H12O in the gas phase.

## Properties
Largest force on an atom (eV/A): 0.5
HOMO energy (eV): -9.694
Relative energy (zero: lowest compared OMol25 entry of this formula, charge and spin) (kcal per mole): 8.7
SMILES: CCC(C=O)CC

```
! RIJCOSX wB97M-V def2-TZVPD def2/J DEFGRID3
* xyz 0 1
C 1.7469 1.2834 1.3990
C 0.3296 1.1303 0.8511
C 0.1239 -0.1458 0.0248
C -1.3657 -0.3733 -0.2868
C -1.6631 -1.7540 -0.8669
C 0.8736 -0.0485 -1.2850
O 1.6356 -0.8752 -1.7257
H 1.8265 2.1671 2.0406
H 2.0252 0.4087 1.9980
H 2.4876 1.3835 0.5971
H -0.3848 1.1166 1.6836
H 0.0638 2.0037 0.2372
H 0.5218 -1.0140 0.5670
H -1.7125 0.4117 -0.9752
H -1.9326 -0.2332 0.6422
H -2.7294 -1.8630 -1.0905
H -1.3864 -2.5390 -0.1540
H -1.1018 -1.9360 -1.7901
H 0.6418 0.8770 -1.8666
*
```



[7]
Density functional theory data (the ωB97M-V functional and the def2-TZVPD basis) for C6H12O in the gas phase.

## Properties
Largest force on an atom (eV/A): 0.4
HOMO energy (eV): -9.209
Relative energy (zero: lowest compared OMol25 entry of this formula, charge and spin) (kcal per mole): 27.2
SMILES: C/C=C/C[C@@H](C)O

```
! RIJCOSX wB97M-V def2-TZVPD def2/J DEFGRID3
* xyz 0 1
C 2.9057 0.2582 0.0713
C 1.5920 0.0937 -0.6325
O -0.3814 -0.4991 1.3928
C 0.6176 1.0017 -0.6234
C -0.8160 0.6176 -0.8188
C -1.3631 0.0732 0.5465
C -2.4563 -0.9638 0.3428
H 3.7555 0.3985 -0.6002
H 3.0998 -0.6340 0.6768
H 2.8528 1.1041 0.7590
H 1.3760 -0.8893 -1.0643
H 0.2100 -1.0454 0.8612
H 0.8167 1.9882 -0.2021
H -0.9120 -0.1605 -1.5896
H -1.4404 1.4606 -1.1432
H -1.7313 0.9289 1.1231
H -2.0686 -1.7666 -0.2962
H -3.3645 -0.5637 -0.1180
H -2.6926 -1.4024 1.3149
*
```



[8]
Density functional theory data (the ωB97M-V functional and the def2-TZVPD basis) for C6H12O in the gas phase.

## Properties
Largest force on an atom (eV/A): 0.9
HOMO energy (eV): -8.901
Relative energy (zero: lowest compared OMol25 entry of this formula, charge and spin) (kcal per mole): 38.4
SMILES: C=CCCCOC

```
! RIJCOSX wB97M-V def2-TZVPD def2/J DEFGRID3
* xyz 0 1
C 1.5545 -1.3447 0.7385
C 1.3421 1.5545 -0.8828
C 0.1983 1.5280 -0.2141
C -1.0967 0.9899 -0.7648
C -1.7647 -0.0370 0.1621
C -0.7940 -1.1710 0.5258
O 0.4020 -0.6589 1.0986
H 2.4146 -0.8510 1.2118
H 1.5125 -2.3889 1.0786
H 1.7555 -1.3303 -0.3522
H 2.2546 1.9255 -0.4246
H 1.3997 1.1643 -1.8981
H 0.1526 1.8557 0.8271
H -1.7667 1.8475 -0.9173
H -0.9201 0.5299 -1.7489
H -2.6404 -0.4802 -0.3432
H -2.1629 0.4564 1.0613
H -1.2816 -1.8592 1.2393
H -0.5591 -1.7305 -0.3972
*
```



[9]
Density functional theory data (the ωB97M-V functional and the def2-TZVPD basis) for a molecular structure, C6H12O.

## Properties
Largest force on an atom (eV/A): 3.8
HOMO energy (eV): -9.707
Relative energy (zero: lowest compared OMol25 entry of this formula, charge and spin) (kcal per mole): 99.6

```
! RIJCOSX wB97M-V def2-TZVPD def2/J DEFGRID3
* xyz 0 1
C -2.2795 1.4740 -0.0453
C -1.0853 1.0041 0.7758
C -0.3542 -0.0725 -0.0004
C 1.0843 -0.3496 0.2377
C 1.5205 -0.7793 -1.1316
O 2.6165 -1.6031 -0.5627
C 1.8423 -1.6181 0.6662
H -1.9375 1.8569 -1.0155
H -2.9627 0.6374 -0.2415
H -2.8368 2.2583 0.4718
H -1.4330 0.6808 1.7711
H -0.3861 1.8346 0.9433
H -0.1382 0.4338 -1.2318
H -0.9247 -1.0184 -0.0640
H 1.6294 0.5464 0.5728
H 1.1428 0.2411 -1.8255
H 0.8506 -1.4983 -1.6207
H 1.1788 -2.4961 0.7429
H 2.4727 -1.5322 1.5575
*
```



[10]
Density functional theory data (the ωB97M-V functional and the def2-TZVPD basis) for a molecular structure, C6H12O.

## Properties
Largest force on an atom (eV/A): 0.4
HOMO energy (eV): -6.844
Relative energy (zero: lowest compared OMol25 entry of this formula, charge and spin) (kcal per mole): 138.2

```
! RIJCOSX wB97M-V def2-TZVPD def2/J DEFGRID3
* xyz 0 1
C 2.4970 -0.5026 -0.4134
O 1.2769 -1.1293 -0.0490
C 0.5299 -0.6379 0.9761
C -0.0565 1.2608 0.1805
C -1.5029 1.3252 -0.1690
C -1.2065 -0.0075 0.4893
C -1.5858 -1.2012 -0.3615
H 2.9148 0.0623 0.4304
H 2.3635 0.1760 -1.2662
H 3.1975 -1.2900 -0.7050
H 1.1290 0.0420 1.6041
H 0.2622 1.8936 1.0027
H 0.6371 1.1983 -0.6499
H -1.7486 1.2963 -1.2300
H -2.1120 2.0349 0.3883
H -1.5844 -0.0365 1.5067
H -2.6404 -1.1333 -0.6552
H -0.9764 -1.2281 -1.2707
H -1.3945 -2.1230 0.1918
*
```



[11]
Density functional theory data (the ωB97M-V functional and the def2-TZVPD basis) for C6H12O in the gas phase.

## Properties
Largest force on an atom (eV/A): 1.9
HOMO energy (eV): -9.720
Relative energy (zero: lowest compared OMol25 entry of this formula, charge and spin) (kcal per mole): 36.3
SMILES: CC[C@H]1C[C@]1(C)O

```
! RIJCOSX wB97M-V def2-TZVPD def2/J DEFGRID3
* xyz 0 1
C -1.0173 -1.8045 1.0327
C -0.5944 -1.4027 -0.3815
C 0.6481 -0.5266 -0.4094
C 0.8748 0.4610 -1.5314
C 0.6404 0.9524 -0.1262
C -0.5068 1.8673 0.2732
O 1.8041 1.5288 0.4588
H -1.8828 -2.4769 1.0219
H -1.2894 -0.9195 1.6184
H -0.2044 -2.3176 1.5596
H -1.4256 -0.8841 -0.8787
H -0.4000 -2.3046 -0.9816
H 1.5481 -1.0009 -0.0257
H 0.1104 0.5505 -2.3105
H 1.8882 0.6119 -1.8867
H 0.2089 2.6263 0.5230
H -1.0859 1.5493 1.1543
H -1.2000 2.1839 -0.5099
H 1.8835 1.3059 1.3998
*
```



[12]
Density functional theory data (the ωB97M-V functional and the def2-TZVPD basis) for C6H12O in the gas phase.

## Properties
Largest force on an atom (eV/A): 0.8
HOMO energy (eV): -9.504
Relative energy (zero: lowest compared OMol25 entry of this formula, charge and spin) (kcal per mole): 11.1
SMILES: C[C@H]1CO[C@@H](C)C1

```
! RIJCOSX wB97M-V def2-TZVPD def2/J DEFGRID3
* xyz 0 1
C -1.6809 0.8123 -0.4203
C -1.1156 -0.3116 0.4526
C -0.6614 -1.4827 -0.4090
O 0.6826 -1.2008 -0.7773
C 1.2908 -0.3064 0.1733
C 1.9316 0.8284 -0.6169
C 0.1777 0.1093 1.1650
H -2.5534 0.4582 -0.9821
H -0.9492 1.1861 -1.1491
H -1.9962 1.6471 0.2139
H -1.9109 -0.6597 1.1236
H -0.7133 -2.4686 0.0793
H -1.3635 -1.5460 -1.2596
H 2.0925 -0.8257 0.7235
H 2.6975 0.4322 -1.2934
H 2.4078 1.5673 0.0380
H 1.1699 1.3312 -1.2196
H 0.1998 1.1857 1.3753
H 0.2903 -0.4100 2.1247
*
```



[13]
Density functional theory data (the ωB97M-V functional and the def2-TZVPD basis) for 2 unconnected molecules or ions with the total composition C6H12O.

## Properties
Largest force on an atom (eV/A): 5.0
HOMO energy (eV): -8.135
Relative energy (zero: lowest compared OMol25 entry of this formula, charge and spin) (kcal per mole): 64.2
SMILES: C=C(C)/C=C/C.O

```
! RIJCOSX wB97M-V def2-TZVPD def2/J DEFGRID3
* xyz 0 1
C 1.5143 -1.0972 -1.4028
C 0.3436 -0.2615 -1.3600
C -0.5165 -0.2020 -2.4714
C 0.0038 1.7863 1.9203
C 0.5301 0.8350 0.9292
C -0.1643 0.5634 -0.1616
H 2.1628 -1.2419 -0.5188
H 1.2015 -2.0828 -1.6709
H 2.2916 -0.8399 -2.1202
H -0.4941 -0.8256 -3.4113
H -1.3757 0.3359 -2.5132
H -1.0896 2.0003 2.0292
H 0.4018 2.7663 1.6741
H 0.3023 1.4046 2.8680
H 1.5059 0.4285 1.2697
H -1.2140 0.8278 -0.4753
H -1.9502 -1.1198 1.1408
H -1.6766 -0.7667 2.5186
O -1.2915 -1.3288 1.8108
*
```